# C32H76N2O28PS9

A cluster of 9 separate species, C32H76N2O28PS9 in total (the ωB97M-V functional and the def2-TZVPD basis, the Open Molecules 2025 dataset).

Summary:
Highest occupied orbital energy, eV: -11.51
LUMO level, eV: -4.439
Spin multiplicity: 1
Charge: +1
Frontier orbital gap, eV: 7.073
Maximum force, eV/A: 3.8

Cartesian coordinates (Å):
O 3.0329 -1.2001 1.3735
P 2.8735 0.2350 1.5397
O 4.2669 0.9059 1.9493
O 2.3464 0.8258 0.1735
C 1.6941 0.4911 2.9261
C 0.6366 1.4999 2.6570
C 0.7637 2.8415 3.0221
N -0.0996 3.8011 2.8528
N -1.2341 3.4289 2.2979
C -1.4564 2.1871 1.9070
S -3.0554 1.9072 1.1821
C -0.5509 1.1482 2.0270
C -0.7886 -0.2368 1.5371
C -1.5783 -1.0601 2.5704
C -2.0472 -0.3208 3.8111
O -0.9144 -1.3442 3.7234
H 4.3126 0.8886 2.9127
H 2.2666 1.7924 0.1901
H 2.2320 0.7780 3.8286
H 1.2037 -0.4601 3.0939
H 1.6919 3.1340 3.4984
H -1.9540 4.1491 2.1735
H -3.8498 1.8449 2.2684
H -1.3667 -0.2730 0.6227
H 0.1719 -0.7296 1.4354
H -2.2595 -1.7912 2.1869
H -2.7601 -0.9555 4.3141
H -1.4263 0.3880 4.3251
O 1.9168 -4.3742 4.4213
S 2.0009 -5.0242 3.1477
O 1.1096 -6.0904 2.8138
O 3.5054 -5.5070 2.9140
C 4.1101 -6.3672 3.9021
C 3.5748 -7.7850 3.8447
C 1.9813 -3.8317 1.8637
H 3.9847 -5.9355 4.8964
H 5.1759 -6.3686 3.6783
H 2.5225 -7.8233 4.1213
H 4.1282 -8.4247 4.5323
H 3.6602 -8.1880 2.8351
H 2.6824 -3.0362 2.0943
H 0.9712 -3.4333 1.7978
H 2.2405 -4.3243 0.9306
O 0.7435 -2.1496 -0.5433
S 1.2670 -2.1107 -1.8835
O 0.4737 -1.5875 -2.9518
O 1.7887 -3.5583 -2.2663
C 0.8742 -4.6747 -2.1623
C -0.1576 -4.6866 -3.2737
C 2.8315 -1.3086 -1.8918
H 0.4005 -4.6752 -1.1786
H 1.4951 -5.5652 -2.2221
H -0.8316 -3.8336 -3.2030
H -0.7567 -5.5955 -3.2193
H 0.3280 -4.6366 -4.2485
H 3.4470 -1.7220 -1.0969
H 2.6469 -0.2582 -1.7190
H 3.2997 -1.4488 -2.8657
O -3.2293 2.1913 5.7712
S -3.6245 3.1837 6.7308
O -3.6940 4.5606 6.3468
O -2.7036 3.0449 8.0130
C -1.2718 3.1022 7.8414
C -0.7718 4.5059 7.5575
C -5.1437 2.7146 7.4768
H -0.9659 2.4033 7.0597
H -0.8516 2.7442 8.7784
H -1.1296 4.8707 6.5950
H 0.3183 4.5210 7.5401
H -1.1252 5.1999 8.3188
H -5.0798 1.6765 7.7907
H -5.9257 2.8374 6.7254
H -5.3324 3.3707 8.3223
O 4.6297 -1.7331 -5.2683
S 4.8626 -2.8945 -6.0773
O 6.1544 -3.1632 -6.6238
O 3.7833 -2.9312 -7.2406
C 3.6740 -1.7790 -8.1101
C 4.8227 -1.6746 -9.0897
C 4.3105 -4.3215 -5.2075
H 3.5792 -0.8713 -7.5130
H 2.7399 -1.9084 -8.6522
H 5.7655 -1.4835 -8.5780
H 4.6457 -0.8606 -9.7843
H 4.9396 -2.6048 -9.6473
H 3.3150 -4.1358 -4.8121
H 5.0114 -4.4959 -4.3931
H 4.3114 -5.1676 -5.8901
O 3.3999 -6.6812 -1.7318
S 4.6879 -6.0717 -1.5887
O 5.0825 -4.9994 -2.4503
O 5.7957 -7.2073 -1.6277
C 5.8205 -8.0975 -2.7662
C 6.3647 -7.4342 -4.0163
C 4.9258 -5.5804 0.0835
H 4.8241 -8.5087 -2.9350
H 6.4678 -8.9223 -2.4767
H 5.7050 -6.6409 -4.3646
H 6.4636 -8.1661 -4.8177
H 7.3382 -6.9854 -3.8204
H 4.6554 -6.4016 0.7395
H 4.2791 -4.7261 0.2640
H 5.9651 -5.2933 0.2215
O 2.9739 0.6659 -10.1099
S 3.1002 1.9702 -10.6887
O 4.0123 2.9223 -10.1418
O 1.6536 2.6230 -10.7873
C 0.8703 2.7174 -9.5802
C 1.3695 3.8006 -8.6437
C 3.3968 1.8216 -12.4156
H 0.8373 1.7462 -9.0835
H -0.1414 2.9505 -9.9060
H 2.3589 3.5646 -8.2548
H 0.6906 3.9081 -7.7974
H 1.4440 4.7542 -9.1659
H 2.6851 1.1194 -12.8406
H 4.4127 1.4513 -12.5350
H 3.3014 2.8027 -12.8727
O -3.1605 8.0517 3.0141
S -3.9249 6.9473 2.5331
O -3.3134 5.9501 1.6928
O -5.2233 7.4957 1.8105
C -5.0581 8.4561 0.7410
C -4.5377 7.8267 -0.5358
C -4.7093 6.1444 3.8807
H -4.4150 9.2716 1.0741
H -6.0480 8.8723 0.5688
H -3.5226 7.4529 -0.4099
H -4.5284 8.5617 -1.3402
H -5.1622 6.9830 -0.8301
H -5.1945 6.8899 4.5036
H -3.9302 5.6357 4.4424
H -5.4304 5.4231 3.5030
O -7.2627 4.3278 5.8250
S -8.5326 3.7639 6.1868
O -8.6175 2.4121 6.6368
O -9.5468 3.9878 4.9872
C -9.1787 3.5038 3.6785
C -9.2791 1.9951 3.5640
C -9.3320 4.8091 7.3526
H -8.1784 3.8578 3.4214
H -9.8761 3.9721 2.9875
H -8.5505 1.4979 4.2031
H -9.0957 1.6828 2.5356
H -10.2668 1.6525 3.8700
H -9.2919 5.8353 6.9985
H -8.7947 4.7110 8.2935
H -10.3588 4.4752 7.4736

Atom charges from the Löwdin analysis, given in e for atoms 1 to 5: number 1, O, carries -0.2460; number 2, P, carries 0.4481; number 3, O, carries -0.0825; number 4, O, carries -0.0829; number 5, C, carries -0.1141